Here is a cluster of 2 separate species, C34H42N6O2S in total in a non-equilibrium geometry from the Open Molecules 2025 dataset. Energies are from the ωB97M-V functional and the def2-TZVPD basis.

Positions of all 85 atoms, in Å:
1 S -3.84861 -3.70762 -3.58321
2 O -3.80614 0.73046 -1.67508
3 O -2.20052 -2.82706 1.02040
4 N -0.47084 0.34848 -3.83502
5 N 0.79025 -1.01134 5.19549
6 N -1.33523 2.15137 -4.53410
7 N -2.86492 -3.10984 -1.15772
8 N -4.24628 -1.48199 -2.13140
9 N -1.00981 0.90325 -4.91513
10 C -2.85802 5.03984 -1.33361
11 C 0.03260 0.83893 -1.50183
12 C -1.28947 3.65440 -2.57485
13 C 2.28068 -2.37477 3.81749
14 C 0.39864 -1.03014 2.80334
15 C -1.25129 -0.03179 4.31749
16 C -0.37770 4.73943 -2.61336
17 C -2.63833 -2.30937 -0.00831
18 C -0.41650 -0.69220 1.73646
19 C 1.59089 -0.90171 -4.25267
20 C -2.48330 -4.52551 -1.12062
21 C -0.41532 1.20762 -2.75580
22 C -0.95690 -0.43320 6.80022
23 C -2.02768 0.30163 3.21642
24 C -1.71583 0.30840 5.69761
25 C -1.94857 6.10763 -1.37632
26 C 0.11203 -0.99458 -3.91161
27 C -5.10796 -1.10511 -3.26271
28 C -3.67481 -0.45649 -1.34294
29 C -0.91605 3.27563 -6.65671
30 C -2.52412 3.81809 -1.90903
31 C 2.16512 -1.42355 4.99516
32 C -2.93654 -0.87664 -0.15235
33 C -1.69100 -0.10731 1.90275
34 C -0.70528 5.94902 -2.00695
35 C 1.69614 -1.73421 2.55836
36 C -3.65130 -2.73153 -2.23266
37 C 0.53063 -0.44477 6.50213
38 C -0.68086 -1.75293 -4.95175
39 C -1.93085 3.06004 -5.54835
40 C -0.00983 -0.70271 4.12790
41 C -0.98673 2.39097 -3.24668
42 C -3.19310 2.40992 -6.08264
43 C -2.61506 0.06176 0.79482
44 H -1.12808 0.05583 7.76375
45 H -5.46684 -0.08693 -3.13349
46 H 2.79127 -0.53258 4.80381
47 H -2.15292 3.99391 -5.02184
48 H -0.06373 -0.88400 0.72304
49 H -3.66509 3.05475 -6.83191
50 H -3.38987 -5.14026 -1.07424
51 H 1.73882 -3.30021 4.04911
52 H 0.58064 4.58403 -3.11814
53 H -1.84803 -4.70822 -0.25912
54 H 1.07568 -1.03403 7.25257
55 H -0.05809 1.57699 -0.72205
56 H 1.54523 -2.49851 1.78596
57 H -2.20439 7.06013 -0.91010
58 H -3.19584 2.95479 -1.86128
59 H -1.32802 3.93925 -7.42399
60 H -3.15197 1.01123 0.73438
61 H -3.92229 2.24355 -5.28276
62 H -0.67162 -1.19804 -5.89474
63 H 2.52389 -1.90011 5.91760
64 H -1.31717 -1.46701 6.87291
65 H -0.24198 -2.74659 -5.10222
66 H -0.00317 3.73885 -6.26880
67 H -5.93353 -1.82248 -3.30014
68 H 2.03749 -1.90023 -4.29414
69 H -2.78800 0.09139 5.77994
70 H -2.96338 0.84539 3.35884
71 H -2.94246 1.45579 -6.55961
72 H 0.54958 -0.10179 -1.39136
73 H -1.59767 1.39166 5.85893
74 H 3.33296 -2.62396 3.65148
75 H 1.71315 -0.43045 -5.23430
76 H -1.72073 -1.88807 -4.62988
77 H -1.97254 -4.76912 -2.05764
78 H 0.91533 0.59103 6.53209
79 H 0.01147 6.77216 -2.03188
80 H 2.13145 -0.31904 -3.50097
81 H -4.54881 -1.20109 -4.20343
82 H -3.83086 5.15578 -0.85263
83 H -0.01011 -1.42798 -2.91547
84 H 2.43447 -1.02537 2.14968
85 H -0.67495 2.31454 -7.12541

Properties
orbital gap = 5.04 eV
LUMO level = -0.634 eV
E_HOMO = -5.6774 eV